A | DFT (wB97M-V/def2-TZVPD) results for one molecule with the formula C4H10N2OS.

Positions of all 18 atoms, in Å:
C 1.00535 0.07862 -0.51871
C -1.23292 0.87053 0.40310
C 2.02863 0.99718 0.05815
C -0.25353 -1.96652 -0.37894
N -0.51340 -0.19136 1.17019
N 0.34170 -0.80456 0.25716
O -0.52956 1.34431 -0.58987
S -2.84818 0.03171 -0.15235
H 1.17895 -0.22481 -1.54416
H -1.57622 1.62319 1.12446
H 2.13267 1.87132 -0.57766
H 2.98649 0.47447 0.08680
H 1.77803 1.32268 1.06443
H -0.73904 -2.54672 0.40040
H -0.99809 -1.69137 -1.12960
H 0.53570 -2.55550 -0.84111
H 0.01679 0.24077 1.92130
H -3.31338 1.12607 -0.75358

The calculation puts the HOMO energy at -8.52 eV. Its net charge is 0. For the LUMO energy, the calculation gives 0.796 eV. The frontier orbital gap is 9.3 eV.

---

B | DFT (wB97M-V/def2-TZVPD) results for one molecule with the formula C4H10N2OS.

Positions of all 18 atoms, in Å:
N -1.19081 2.06359 -0.23444
C -1.74032 0.71417 -0.17196
N -0.98417 -0.29223 0.53328
C 0.51446 -0.53574 0.47028
C 0.61024 -1.94629 1.02598
O 0.28288 -2.19280 2.14923
C 1.01708 -0.07942 -0.89859
S 2.78323 -0.61207 -1.13883
H -1.83293 2.80813 -0.44654
H -0.41505 2.21033 -0.85147
H -1.88098 0.38858 -1.22048
H -2.69782 0.81970 0.37287
H -1.21677 -0.23293 1.52509
H 1.00471 0.08664 1.22538
H 0.84577 -2.76419 0.30347
H 1.21434 1.02113 -0.99884
H 0.55181 -0.51221 -1.76794
H 3.13434 -0.94440 0.12350

The SMILES is NCN[C@@H](C=O)CS. The calculation puts the HOMO energy at -9.22 eV. Its net charge is 0. For the LUMO energy, the calculation gives 0.744 eV. The frontier orbital gap is 10.0 eV.

---

C | DFT (wB97M-V/def2-TZVPD) results for a 2-piece molecular cluster, C4H10N2OS overall.

Positions of all 18 atoms, in Å:
O -0.38483 -1.94938 -1.41143
C -0.31639 -0.72673 -1.14481
N -0.07964 -0.20383 0.02256
C -0.50846 1.01717 0.77608
C 0.57439 1.42352 1.69351
S 0.73138 -0.02118 2.90876
C -0.49249 0.33177 -2.20871
N -0.38310 -0.07575 -3.59970
H 0.02898 -0.93121 0.73642
H -1.58096 0.97017 1.16424
H -0.47787 1.85181 0.13619
H 0.13431 2.25235 2.32014
H 1.54118 1.50356 1.00002
H 1.73373 -0.55958 1.32364
H 0.32663 1.05685 -1.72961
H -1.69923 0.67291 -2.11099
H 0.36324 -0.76089 -3.79069
H -1.29656 -0.43940 -3.95455

The calculation puts the HOMO energy at -9.19 eV. Its net charge is 0. For the LUMO energy, the calculation gives -1.167 eV. The frontier orbital gap is 8.0 eV.

---

D | DFT (wB97M-V/def2-TZVPD) results for a 2-piece molecular cluster, C4H10N2OS overall.

Positions of all 18 atoms, in Å:
C 1.69832 -0.52264 -2.52221
C 2.32906 0.02804 -1.24525
C -0.39362 -1.69211 -2.48349
C -2.11090 0.35196 2.18594
N 0.84173 -1.65459 -2.21030
N -1.43087 1.62629 2.22373
O 1.36683 -2.67735 -1.64729
S 1.15855 0.96818 -0.24781
H 1.09858 0.23555 -3.03185
H 2.49719 -0.87929 -3.18198
H 2.70365 -0.79929 -0.63781
H 3.15163 0.69900 -1.49045
H -1.03373 -2.51973 -2.23535
H -2.79441 0.28984 3.03166
H -2.68685 0.29136 1.26478
H -1.43424 -0.51161 2.22486
H -0.81170 1.74307 1.43014
H -0.89806 1.74534 3.07773

The calculation puts the HOMO energy (spin up / spin down) at -9.03 / -9.02 eV. Its net charge is 0. For the LUMO energy (spin up / spin down), the calculation gives -1.445 / -2.343 eV. The frontier orbital gap (spin up / spin down) is 7.6 / 6.7 eV.

---

Which of the structures shown above is the most stable? The most stable is B.